No. 1
Below is 7 unconnected molecules or ions with the total composition C42H35N7O14 at a distorted geometry, with properties calculated with the ωB97M-V functional and the def2-TZVPD basis.

Geometry as XYZ:
```
98
C42H35N7O14 (the ωB97M-V functional and the def2-TZVPD basis)
C -2.599 -6.110 5.241
C -3.590 -6.978 5.893
C -3.456 -8.454 5.581
C -2.311 -8.985 4.713
C -1.349 -7.949 4.227
C -1.533 -6.530 4.527
N -2.063 -10.396 4.460
O -1.092 -10.711 3.660
O -2.891 -11.291 4.897
H -2.761 -5.093 4.992
H -4.295 -6.732 6.491
H -4.234 -9.139 6.064
H -0.340 -8.474 3.926
H -0.763 -5.787 4.197
C -1.930 7.276 0.483
C -1.391 6.014 -0.222
C -2.410 4.827 -0.342
C -3.843 4.978 0.191
C -4.306 6.343 0.684
C -3.210 7.425 0.796
N -4.688 3.769 0.297
O -5.918 3.922 0.373
O -4.249 2.626 0.030
H -1.358 8.057 0.679
H -0.382 6.087 -0.549
H -2.132 3.925 -0.724
H -5.324 6.674 0.747
H -3.559 8.471 1.052
C -1.936 -2.229 2.617
C -2.711 -1.043 2.173
C -1.978 -0.073 1.258
C -0.480 -0.081 1.071
C 0.257 -1.252 1.547
C -0.585 -2.295 2.335
N 0.221 1.058 0.425
O -0.451 2.167 0.122
O 1.394 0.947 0.154
H -2.347 -3.120 3.151
H -3.600 -1.123 2.357
H -2.341 0.817 1.067
H 1.515 -1.179 1.347
H -0.087 -3.049 2.822
C 6.557 -1.666 0.709
C 5.127 -1.763 0.212
C 4.243 -2.855 0.810
C 4.856 -3.909 1.797
C 6.362 -3.825 2.241
C 7.231 -2.659 1.570
N 4.183 -4.977 2.464
O 2.930 -4.881 2.167
O 4.789 -5.915 3.004
H 7.260 -0.953 0.288
H 4.463 -0.972 -0.291
H 3.247 -3.108 0.506
H 6.913 -4.586 2.762
H 8.136 -2.594 1.999
C -2.958 1.780 -2.814
C -1.880 2.655 -3.375
C -1.950 3.118 -4.835
C -3.166 2.623 -5.748
C -4.253 1.850 -5.028
C -4.127 1.329 -3.593
N -3.312 3.042 -7.132
O -4.520 3.344 -7.523
O -2.270 3.205 -7.771
H -3.042 1.195 -1.803
H -1.045 2.836 -2.689
H -1.028 3.531 -5.382
H -5.265 1.895 -5.585
H -4.697 0.678 -3.092
C 3.027 3.743 0.294
C 3.778 3.396 -1.012
C 5.149 4.138 -1.157
C 5.339 5.520 -0.401
C 4.436 5.868 0.680
C 3.333 4.903 1.035
N 6.565 6.299 -0.783
O 7.319 5.991 -1.675
O 6.631 7.364 -0.147
H 1.976 3.208 0.330
H 3.515 2.445 -1.507
H 5.808 3.840 -1.969
H 4.619 6.757 1.170
H 2.805 5.016 2.047
C -2.381 -1.342 -3.818
C -1.923 -1.722 -2.421
C -0.450 -1.425 -2.005
C 0.558 -0.840 -3.055
C 0.029 -0.287 -4.309
C -1.489 -0.632 -4.652
N 1.915 -0.693 -2.711
O 2.721 -0.063 -3.425
O 2.321 -1.178 -1.616
H -3.455 -1.739 -3.977
H -2.574 -2.285 -1.673
H 0.029 -1.807 -1.209
H 0.647 0.097 -5.095
H -1.879 -0.289 -5.659
```

* structure (SMILES): O=[N+]([O-])c1ccccc1.O=[N+]([O-])c1ccccc1.O=[N+]([O-])c1ccccc1.O=[N+]([O-])c1ccccc1.O=[N+]([O-])c1ccccc1.O=[N+]([O-])c1ccccc1.O=[N+]([O-])c1ccccc1
* multiplicity: 1
* relative energy (zero: lowest compared OMol25 entry of this formula, charge and spin): 24.414 eV
* E_HOMO: -9.53 eV

These are the Löwdin partial charges, in e, on atoms 1 to 6: C -0.1018; C 0.0128; C 0.0605; C -0.1157; C 0.0325; C -0.1076

***

No. 2
Below is a molecular structure, C42H36AsBBiN11P, with properties calculated with the ωB97M-V functional and the def2-TZVPD basis.

Geometry as XYZ:
```
93
C42H36AsBBiN11P (the ωB97M-V functional and the def2-TZVPD basis)
Bi -2.354 0.029 1.857
C 0.636 0.282 5.253
C -0.080 0.824 4.192
N -0.654 -0.155 3.483
N -0.332 -1.324 4.075
C 0.439 -1.084 5.147
B -1.009 -2.656 3.629
N -0.864 -2.804 2.064
C -0.508 -3.890 1.366
C -0.825 -3.695 0.032
C -1.409 -2.440 -0.015
N -1.424 -1.909 1.212
N -2.539 -2.536 3.898
C -3.399 -3.313 4.581
C -4.672 -2.788 4.462
C -4.523 -1.662 3.670
N -3.238 -1.506 3.333
N -0.307 -3.801 4.298
C 1.026 -4.079 4.167
C 1.312 -5.126 4.994
C 0.078 -5.431 5.613
N -0.889 -4.636 5.199
H 1.200 0.808 6.005
H -0.214 1.860 3.909
H 0.796 -1.891 5.769
H -0.064 -4.741 1.858
H -0.684 -4.388 -0.781
H -1.849 -1.908 -0.845
H -3.031 -4.179 5.106
H -5.584 -3.171 4.889
H -5.274 -0.958 3.334
H 1.654 -3.506 3.500
H 2.264 -5.610 5.140
H -0.137 -6.197 6.344
N -3.989 -0.666 0.364
C -4.941 0.016 0.221
C -5.945 0.928 0.093
C -5.545 2.152 -0.526
N -5.146 3.148 -0.952
C -7.214 0.737 0.717
N -8.224 0.590 1.250
C -0.483 1.174 -2.154
C 0.628 2.113 -2.601
As 0.891 2.039 -4.546
C 1.324 0.196 -4.903
C 2.603 -0.259 -4.579
C 2.897 -1.603 -4.750
C 1.934 -2.474 -5.250
C 0.665 -2.011 -5.576
C 0.354 -0.669 -5.406
C 2.439 3.028 -4.947
C 2.910 4.040 -4.098
C 4.080 4.693 -4.424
C 4.749 4.380 -5.609
C 4.259 3.403 -6.473
C 3.093 2.735 -6.157
P -0.507 0.934 -0.318
C 1.137 0.263 0.065
C 1.642 -0.741 -0.767
C 2.822 -1.393 -0.445
C 3.507 -1.065 0.718
C 3.006 -0.082 1.560
C 1.826 0.577 1.238
C -0.654 2.660 0.249
C 0.381 3.538 0.578
C 0.086 4.843 0.954
C -1.231 5.285 0.991
C -2.266 4.430 0.632
C -1.976 3.123 0.271
H -0.393 0.192 -2.622
H -1.465 1.572 -2.415
H 1.603 1.818 -2.206
H 0.418 3.142 -2.313
H 3.359 0.417 -4.200
H 3.887 -1.967 -4.507
H 2.179 -3.518 -5.401
H -0.080 -2.688 -5.973
H -0.629 -0.302 -5.674
H 2.381 4.299 -3.190
H 4.473 5.456 -3.766
H 5.651 4.919 -5.869
H 4.781 3.176 -7.393
H 2.698 1.983 -6.829
H 1.117 -1.026 -1.673
H 3.203 -2.166 -1.101
H 4.427 -1.577 0.970
H 3.530 0.176 2.472
H 1.442 1.327 1.914
H 1.413 3.218 0.532
H 0.891 5.521 1.209
H -1.451 6.301 1.293
H -3.294 4.772 0.624
H -2.794 2.474 -0.038
```

* multiplicity: 2
* total charge: +2
* E_HOMO (spin up / spin down): -12.62 / -12.62 eV

These are the Löwdin partial charges, in e, on atoms 1 to 6: Bi 1.7608; C -0.0151; C -0.1421; N -0.1528; N 0.0211; C -0.0185

***

No. 3
Below is a molecular structure, C42H36BrGeN3O2RuS2 at a distorted geometry, with properties calculated with the ωB97M-V functional and the def2-TZVPD basis.

Geometry as XYZ:
```
88
C42H36BrGeN3O2RuS2 (the ωB97M-V functional and the def2-TZVPD basis)
Ru -0.013 -2.274 2.161
S 1.362 0.773 -0.918
C 0.736 2.278 -0.496
N 1.388 3.366 -0.158
C 0.621 4.494 0.342
C -0.693 4.635 -0.416
N -1.416 3.372 -0.426
C -2.864 3.402 -0.501
C -3.353 3.902 -1.843
C -3.943 5.156 -1.965
C -4.443 5.573 -3.189
C -4.343 4.747 -4.303
C -3.737 3.502 -4.190
C -3.241 3.082 -2.969
C -0.723 2.259 -0.510
S -1.308 0.691 -0.684
C 2.835 3.455 -0.168
C 3.296 4.248 -1.373
C 3.267 3.654 -2.638
C 3.692 4.359 -3.751
C 4.141 5.667 -3.613
C 4.176 6.262 -2.355
C 3.744 5.559 -1.240
H 1.210 5.406 0.237
H 0.424 4.321 1.407
H -0.515 4.950 -1.451
H -1.312 5.391 0.068
H -3.239 4.047 0.299
H -3.224 2.381 -0.343
H -4.036 5.798 -1.102
H -4.917 6.538 -3.273
H -4.738 5.073 -5.253
H -3.666 2.857 -5.051
H -2.789 2.104 -2.879
H 3.237 2.438 -0.215
H 3.168 3.928 0.759
H 2.935 2.631 -2.746
H 3.682 3.890 -4.722
H 4.460 6.222 -4.480
H 4.544 7.270 -2.245
H 3.783 6.027 -0.267
Br 0.322 -3.676 5.069
C 0.074 -1.789 5.202
C -0.017 -1.083 6.389
C -0.146 0.298 6.301
C -0.110 0.920 5.058
C -0.009 0.128 3.925
N 0.032 -1.206 4.014
C 0.137 0.644 2.496
O 0.188 1.833 2.247
O 0.244 -0.287 1.620
H 0.016 -1.596 7.336
H -0.250 0.886 7.199
H -0.143 1.991 4.946
C -1.135 -5.128 -4.173
C -1.916 -5.528 -3.096
C -1.648 -5.047 -1.826
C -0.559 -4.200 -1.642
C 0.235 -3.808 -2.721
C -0.049 -4.281 -3.986
Ge 0.054 -3.616 0.135
C 1.930 -4.180 0.521
C 2.620 -3.523 1.540
C 3.894 -3.928 1.890
C 4.477 -4.999 1.223
C 3.789 -5.665 0.222
C 2.519 -5.247 -0.147
C -1.197 -4.217 1.714
C -2.392 -3.502 1.921
C -3.406 -4.065 2.689
C -3.242 -5.336 3.220
C -2.056 -6.035 3.032
C -1.019 -5.473 2.303
H -1.378 -5.470 -5.167
H -2.739 -6.210 -3.247
H -2.259 -5.346 -0.984
H 1.072 -3.141 -2.553
H 0.567 -3.987 -4.823
H 2.158 -2.644 2.051
H 4.435 -3.425 2.677
H 5.477 -5.309 1.490
H 4.238 -6.513 -0.279
H 1.982 -5.750 -0.939
H -2.576 -2.567 1.374
H -4.328 -3.525 2.851
H -4.046 -5.792 3.774
H -1.936 -7.024 3.450
H -0.091 -6.017 2.158
```

* multiplicity: 2
* total charge: +3
* E_HOMO (spin up / spin down): -14.82 / -14.84 eV

These are the Löwdin partial charges, in e, on atoms 1 to 6: Ru 1.1315; S 0.8108; C -0.6814; N -0.0568; C -0.0679; C -0.0581

***

no.,DFT total energy (Ha)
1,-3056.5912
2,-5040.4857
3,-7477.9452